# 1
Molecular formula: C21H63N9O9
Method: DFT, the ωB97M-V functional and the def2-TZVPD basis

Cartesian coordinates (Å):
N: -1.5534 -2.6098 -3.6148
C: -5.8420 3.2309 1.0096
H: -0.2857 1.0639 0.7398
H: -0.1976 6.4187 -0.0787
H: 7.9754 0.2728 0.5369
H: -2.8044 -0.2863 -5.2173
N: 4.4706 -2.4238 -4.2462
O: -4.0778 1.1551 2.4256
H: 2.6650 -4.6423 2.2306
H: 1.2044 -2.6601 1.3038
H: -1.4012 1.4525 3.6907
H: -1.4443 -4.7218 -4.7527
C: -0.3409 3.0920 3.7919
H: 2.3337 -0.5127 -1.1197
C: 2.9830 -0.5034 -0.2433
H: 4.5862 -0.8857 -1.5880
H: -3.5508 0.7165 0.5426
H: -1.2877 1.9403 -0.3733
C: 4.3761 -1.1378 -0.5482
H: -5.2556 0.4284 0.9006
O: 0.1534 -1.6938 2.7515
H: 2.3772 -1.5123 4.5371
O: -3.1440 1.5658 -3.3782
O: 2.4708 -2.5189 -5.4344
H: -0.4450 4.7533 -0.2064
H: 1.6647 -2.6471 -2.9395
H: -2.3865 -2.8117 -4.1363
H: -5.6747 3.3936 2.0780
C: -4.6705 2.4954 0.3573
C: -3.0453 1.8080 -4.7750
C: -0.7697 5.6131 0.3825
C: -2.2342 5.8988 0.1912
C: -0.3137 1.5606 3.7566
O: 0.3750 1.1409 2.5839
H: -1.1751 -1.0229 4.2652
H: 4.0395 -3.8421 2.6237
H: 0.1638 1.1112 4.6264
H: -3.7688 3.1125 0.4422
H: 3.1223 0.5465 0.0176
H: 5.3079 -0.7881 1.5002
H: -2.5605 6.8854 0.5379
H: -0.5801 5.4244 1.4379
H: 4.8481 -2.7862 -3.3925
H: -6.8155 2.7428 0.9823
N: -0.8330 1.0807 -0.1092
H: -1.2870 -1.6826 -3.3081
C: -0.6372 0.1758 -1.1038
C: 2.8066 -1.7993 3.5751
C: -3.4850 0.5130 -5.5071
C: -4.4398 1.1450 1.0187
H: 3.8627 -1.9355 3.8173
H: -0.9592 3.5025 4.5915
H: -5.1101 -0.5891 2.7854
C: 3.1009 -2.4935 -4.3854
H: 4.0053 -2.7862 0.6358
O: 0.1040 -3.4621 -2.3320
C: -0.6629 -1.9047 3.8811
N: -4.9737 2.4408 -1.0447
H: -2.0966 2.1748 -5.1723
H: -3.3873 0.7533 -6.5686
H: 3.2948 -2.6296 -2.3351
N: 2.6525 -2.4714 -3.0922
H: -3.9867 -0.1716 4.0618
C: 2.1222 -3.0985 3.1068
H: 1.9294 -3.6291 4.0450
H: -4.5270 0.2563 -5.3257
C: -4.1305 -0.1402 2.9836
H: -2.9296 5.2371 0.7198
H: -4.6553 3.2383 -1.5835
C: -0.6943 -3.5950 -3.2606
H: 0.6860 3.4328 3.9437
H: 5.6368 0.3259 0.0874
H: -3.4730 -0.8762 2.5085
H: -0.7306 3.6054 2.9127
H: -3.7371 2.6364 -4.9370
H: -1.4296 -2.6237 3.5849
C: 7.8436 -0.7866 0.7683
H: -0.5528 -1.0709 0.4011
N: 4.2204 -2.5889 -0.3450
H: 7.8819 -1.0780 1.8186
H: 0.2214 0.1890 2.4777
H: 2.7847 -0.9953 2.8397
H: -3.4129 6.1055 -1.4123
N: 3.1106 -3.7271 2.2416
N: -0.9205 -4.7479 -3.8966
O: -2.5245 5.8286 -1.1799
C: 5.5184 -0.7060 0.4334
H: 8.6786 -1.2096 0.2035
H: -0.5551 -1.9425 -1.0773
H: 0.0045 -2.1970 4.6960
H: 5.2049 -2.8354 -0.2305
C: 0.8262 -2.8534 2.3075
O: 6.7523 -1.4046 0.1313
H: 0.2492 -3.7790 2.3671
H: -2.3926 1.0487 -3.0540
H: -4.2990 1.7849 -1.4309
N: -0.4419 -1.0609 -0.6010
H: -0.4640 -5.5655 -3.5303
H: 5.0711 -2.2399 -5.0328
O: -0.9091 0.3072 -2.2992
H: 2.4416 -1.1485 0.4465
H: -5.8646 4.2269 0.5643

- molecular weight (g mol⁻¹) = 585.8
- multiplicity = 1
- highest occupied orbital energy (eV) = -8.748
- structure (SMILES) = COC[C@H](C)N.COC[C@H](C)N.COC[C@H](C)N.NC(N)=O.NC(N)=O.NC(N)=O.CCO.CCO.CCO
- relative energy (zero: lowest compared OMol25 entry of this formula, charge and spin) (kcal per mole) = 41.4
- largest force on an atom (Eh/bohr) = 0.0606
- electronic energy (eV) = -54635.984
- HOMO-LUMO gap (eV) = 9.1487

=====

# 2
Molecular formula: C21H64O21S5
Method: DFT, the ωB97M-V functional and the def2-TZVPD basis

Cartesian coordinates (Å):
C: 3.8155 0.6678 1.1169
H: 2.1791 -1.4459 -1.5633
H: 1.2183 4.2518 -0.0452
H: 2.2587 -4.1060 4.3190
H: 1.3341 0.4235 -1.6252
H: 1.8466 -8.1088 0.9611
C: -3.6240 0.3002 -1.8120
H: -0.7802 -1.9007 -4.9178
O: -3.9034 0.6228 -3.1572
C: 2.6226 -0.7973 -2.3187
H: -2.6609 -5.5454 -0.8489
O: -1.4190 -0.2874 5.2928
H: -0.8668 1.6252 4.6585
O: 0.1013 -0.5801 -0.4025
H: 0.3272 3.7950 -6.2716
H: -0.3037 1.3792 -0.1342
O: -1.6233 -3.8812 -3.2132
H: 0.1546 0.5630 1.4049
C: -1.9323 -4.7596 -0.6499
O: 2.1975 0.5368 -2.0293
H: -0.9903 -0.7267 -3.6656
H: -1.8327 -2.2441 -2.0132
O: -2.0707 1.7603 -4.8341
H: 2.8820 -6.0061 2.1536
H: -1.3396 -1.9420 2.9364
H: -3.0931 0.8734 -3.6068
H: -0.7700 2.8539 -7.3227
S: 2.1447 -3.4737 1.9532
C: 7.5811 -1.8099 3.0629
O: -0.3662 -5.9340 -2.5125
O: 6.0049 -0.0846 2.5049
S: -0.6777 -4.5846 -2.0103
C: -0.5782 3.7762 -3.1924
H: -2.6346 0.6936 -1.5788
H: -4.2224 1.5855 2.9461
H: 3.6869 -1.0301 -2.2853
H: 5.3960 -1.9284 3.2046
C: -0.6572 3.3337 -6.3505
H: 2.2224 -1.2092 -3.2451
C: 1.5866 -3.4746 3.7377
H: -5.2927 4.5993 0.6220
H: -2.8227 -2.2935 -3.4964
H: -3.7491 -0.7810 -1.7529
H: -0.0593 5.7706 -2.6133
O: -3.4943 4.8845 1.5220
H: 0.4470 -1.2993 0.1312
H: 7.7399 -2.8863 3.1276
H: -1.4027 4.0642 -6.0365
H: -4.8626 6.2409 1.0287
H: -0.2689 0.3348 3.6357
H: -0.6710 -0.5553 5.8317
S: -3.0529 3.2728 1.5490
H: -3.1775 6.3773 -0.6713
O: 3.6109 -3.7493 1.8863
O: 0.0325 2.6948 -3.8766
C: -0.3454 0.4552 0.4424
H: -2.4891 -1.2512 1.8904
H: 0.4632 5.8703 1.9538
C: 6.1120 -1.4571 2.5312
H: -0.5106 4.8529 -0.0243
C: -1.0858 0.6198 4.2988
H: 1.4389 -6.4359 2.8220
H: 4.0214 1.7012 0.8378
O: 0.8861 5.8081 1.0942
H: -2.4336 -3.7925 -0.6106
S: 4.5527 0.6127 2.8369
H: -3.2709 4.6686 -1.2295
H: 8.3508 -1.3232 2.4639
S: -0.6782 1.9636 -5.1995
O: 0.4418 -3.6732 -1.7007
H: -1.4284 -4.9609 0.2954
C: -3.8219 5.5087 -0.8067
C: -4.2966 2.6599 2.7786
C: -1.9070 -2.1618 2.0320
O: -1.7442 3.1737 2.2049
H: -3.4322 -3.0515 2.8740
H: 1.7627 -2.4580 4.0892
H: 1.2802 4.7448 -3.3033
H: 0.5729 -6.9876 0.4494
C: 0.2261 5.0185 -3.3488
H: -5.1998 2.8565 2.2009
O: 1.6095 -2.2697 1.2647
H: 2.7396 0.5867 1.2720
H: 4.2498 -0.1631 0.5610
C: -1.8563 -2.5463 -3.0601
H: 0.0688 5.5335 -4.2965
O: 4.7692 1.9838 3.2776
H: -1.9237 0.8602 3.6445
H: 2.2396 -6.7782 -0.1045
C: 0.3853 4.6224 0.5522
O: 0.2131 0.8991 -5.7008
H: -4.2630 3.1822 3.7348
H: -4.5946 5.7474 -1.5375
C: 1.6193 -7.0650 0.7447
O: 3.7508 -0.4028 3.5664
H: -1.4238 0.3917 0.5881
H: 0.2328 -2.0343 -3.5772
H: -4.3374 0.7562 -1.1255
H: 7.7662 -1.3940 4.0533
H: -1.5850 3.9704 -3.5623
H: -0.5977 3.3723 -2.1802
O: 1.2696 -4.8515 1.5431
H: 0.5159 -3.6633 3.8157
O: -2.6992 -3.3080 2.3096
H: -1.2231 -2.2770 1.1911
H: 0.2931 3.7573 1.2088
O: -3.2834 2.6231 0.2265
C: -0.7970 -1.7861 -3.8340
H: 5.8402 -1.7933 1.5306
C: 1.8326 -6.0830 1.8688
C: -4.4674 5.3114 0.6188

- molecular weight (g mol⁻¹) = 813.1
- multiplicity = 1
- highest occupied orbital energy (eV) = -9.468
- structure (SMILES) = CCOS(C)(=O)=O.CCOS(C)(=O)=O.CCOS(C)(=O)=O.CCOS(C)(=O)=O.CCOS(C)(=O)=O.CO.CO.CO.CO.CO.CO
- relative energy (zero: lowest compared OMol25 entry of this formula, charge and spin) (kcal per mole) = 72.3
- largest force on an atom (Eh/bohr) = 0.0883
- electronic energy (eV) = -119980.630
- HOMO-LUMO gap (eV) = 9.4866

=====

# 3
Molecular formula: C21H66ClO11P
Method: DFT, the ωB97M-V functional and the def2-TZVPD basis

Cartesian coordinates (Å):
H: -1.7996 2.0392 0.7077
H: -2.8324 -3.5841 -3.6359
H: 0.6459 0.3192 2.3089
H: 7.9306 -1.2370 5.2923
C: 10.0148 2.3628 2.8910
H: -3.1536 5.8728 -5.8606
O: 6.4408 -2.4740 4.5844
C: -7.0389 -0.4123 1.6714
H: 10.4842 2.3851 3.8735
H: -3.3610 -5.5757 -0.7358
C: -6.8415 -2.2413 -3.5941
H: 10.7600 2.6088 2.1301
H: -3.9076 -0.1850 -0.1795
O: -4.1773 -5.5086 -0.2288
H: -1.3410 -2.3623 1.3408
H: 5.9765 -1.7212 4.1926
H: -0.2338 0.5990 -2.9466
H: -6.8524 -1.3329 2.2299
C: 0.2221 1.2741 -2.1610
O: 2.5969 0.3128 2.9939
H: -5.4557 5.5011 -2.4682
H: -7.4650 -2.3323 -4.4825
C: -0.9485 2.0144 -1.3804
H: 0.9155 2.9650 -3.5450
H: 2.1490 2.0466 -0.5219
H: 0.7586 0.5842 -1.4338
H: -3.4155 -6.7404 1.2468
O: -5.8034 0.2065 1.3307
H: -0.3370 4.2147 -1.5656
H: -0.9235 -4.6103 -2.8564
C: -4.2722 -6.6808 0.5706
C: -0.5468 -2.7515 0.7046
O: -1.5884 -4.3961 -2.1946
C: 7.8131 -2.1225 4.6620
H: -3.3465 7.3902 -4.9118
H: -3.6195 -4.1111 -2.1305
H: -1.9049 1.4619 -1.6480
C: -1.6780 3.6707 -3.3187
H: -1.6996 2.6241 -3.7553
H: 6.5831 -5.7682 6.3303
H: 1.6035 -1.1248 1.9182
H: -6.3989 -3.3359 -2.0535
H: -7.1818 -1.3897 -2.9991
O: 0.1485 -1.6551 0.1185
H: 8.5650 3.2820 1.9921
C: -0.8095 1.8186 0.2030
H: 6.9044 -6.1865 4.6179
H: -7.5739 -0.6517 0.7532
H: 5.0711 0.2278 2.5108
H: 5.2068 -4.6632 4.8647
H: 9.6122 1.3628 2.7064
H: 0.8423 -2.0238 -0.4375
H: 2.0153 1.5445 -3.3908
H: -5.1890 -6.6303 1.1563
O: 5.9684 0.2335 2.8687
H: -5.2250 -1.0831 -0.9881
P: 2.4642 3.0479 -1.4848
C: -3.5410 5.4995 -3.6904
H: 5.9634 2.2978 2.9644
C: 6.1129 1.4352 3.6182
H: -5.3493 0.4083 2.1549
H: -5.3085 6.8925 -3.6043
C: 1.6310 -0.0428 2.0077
H: -3.5431 -1.2612 -1.5492
H: -2.0639 3.8799 -1.1723
C: -3.1658 4.2026 -3.3617
H: 7.1180 1.4702 4.0354
H: 5.9509 -7.2853 5.6449
H: 5.3829 1.4536 4.4321
O: -4.4486 0.5141 -2.0426
H: -3.0643 -5.3276 -3.3048
C: -4.7140 6.2269 -2.9029
C: 1.3164 2.2226 -2.7979
C: -2.8482 -4.3530 -2.8596
C: -2.9007 6.3508 -4.8669
H: -5.0952 1.1120 -1.6527
H: -4.2370 6.8828 -2.1180
H: -5.8012 -2.0944 -3.8959
Cl: 3.7469 4.0405 -0.0607
H: -1.7912 6.4338 -4.6992
C: -4.2731 -0.5658 -1.1333
O: 4.9793 -5.5848 5.0472
O: 8.9637 3.3199 2.8671
C: -1.1859 3.5162 -1.7962
C: 6.1765 -6.2408 5.4321
H: 0.1421 -3.3464 1.3109
H: 8.1981 -1.9218 3.6590
H: 1.9098 0.3928 1.0444
H: -3.9934 3.4708 -3.1230
H: -0.9849 -3.3741 -0.0778
H: -7.6440 0.2705 2.2730
H: -4.3021 -7.5663 -0.0694
H: 0.0126 2.4968 0.5856
H: 3.6063 2.7958 -2.3175
H: 2.6015 1.2743 3.0540
H: -0.4975 0.7546 0.4161
O: -6.9564 -3.4371 -2.8319
H: -1.0340 4.3696 -3.9156
H: 8.3642 -2.9538 5.1009
H: 1.7958 4.2927 -1.6662

- molecular weight (g mol⁻¹) = 561.2
- multiplicity = 1
- highest occupied orbital energy (eV) = -8.140
- structure (SMILES) = CC(C)=CCC[C@H](C)CC[PH3]Cl.CO.CO.CO.CO.CO.CO.CO.CO.CO.CO.CO
- largest force on an atom (Eh/bohr) = 0.0510
- electronic energy (eV) = -67172.843
- HOMO-LUMO gap (eV) = 8.3835

=====

- What is the formula in the second record?
  C21H64O21S5

=====

- electronic energy of number 2 (C21H64O21S5)?
  -119980.630 eV

=====

- What is the formula in the second record?
  C21H64O21S5

=====

- What is the formula in the second record?
  C21H64O21S5